No. 1
A cluster of 2 separate species, C50H42N2O5 in total, computed with the ωB97M-V functional and the def2-TZVPD basis.

XYZ file:
```
99
Properties=species:S:1:pos:R:3
C 6.1912 -1.8486 0.9957
O 5.1093 -2.6695 1.3480
C 4.3879 -3.1714 0.2891
C 3.3432 -4.0589 0.6005
C 2.6033 -4.6440 -0.3772
C 2.8204 -4.3733 -1.7459
C 2.0097 -4.9739 -2.7539
C 2.1074 -4.5766 -4.1473
O 3.0274 -3.8558 -4.5128
O 1.1545 -5.0085 -5.0372
C -0.0551 -5.5400 -4.4543
C -0.9448 -4.3807 -3.9929
C -0.7615 -6.3408 -5.5460
O 0.1494 -6.4407 -3.3478
C 1.0822 -6.0437 -2.4234
O 1.1407 -6.5819 -1.3263
C 3.8496 -3.4515 -2.0441
C 4.6111 -2.8778 -1.0705
H 6.7409 -1.6279 1.9113
H 6.8486 -2.3715 0.2992
H 5.8204 -0.9198 0.5601
H 3.1477 -4.2732 1.6366
H 1.8410 -5.3495 -0.1016
H -0.4628 -3.8095 -3.2006
H -1.1411 -3.7106 -4.8277
H -1.8891 -4.7670 -3.6120
H -0.1245 -7.1645 -5.8603
H -1.6945 -6.7471 -5.1634
H -0.9573 -5.7054 -6.4053
H 4.0500 -3.2152 -3.0742
H 5.3875 -2.1886 -1.3485
C 6.0758 0.4827 3.9772
C 5.5595 -0.7115 4.4425
C 4.2238 -0.8127 4.7648
C 3.3772 0.2870 4.6245
N 1.9566 0.1696 4.9074
C 1.4656 0.6519 6.1885
C 1.2176 2.0105 6.3823
C 0.7422 2.4720 7.5895
C 0.5069 1.5909 8.6269
C 0.7550 0.2428 8.4524
C 1.2330 -0.2263 7.2475
C 1.0339 0.0171 3.7981
C 0.3992 -1.2061 3.5428
C -0.4678 -1.3449 2.4934
C -0.7729 -0.2584 1.6426
C -1.7131 -0.4381 0.6019
C -2.3378 0.5296 -0.2184
C -3.0792 0.1016 -1.3432
C -3.6724 0.9977 -2.1901
C -3.5953 2.3749 -1.9485
N -4.2069 3.3254 -2.8359
C -4.8266 4.5100 -2.2739
C -4.0687 5.6419 -1.9766
C -4.6455 6.7209 -1.3454
C -5.9869 6.6995 -1.0152
C -6.7549 5.5949 -1.3301
C -6.1839 4.5081 -1.9541
C -3.8988 3.3060 -4.2543
C -4.7995 2.7938 -5.1877
C -4.4883 2.7986 -6.5304
C -3.2847 3.3199 -6.9660
C -2.3907 3.8421 -6.0516
C -2.6918 3.8360 -4.7085
C -2.9257 2.8046 -0.7974
C -2.3166 1.9168 0.0422
C -0.0743 0.9468 1.8699
C 0.7883 1.0799 2.9204
C 3.9164 1.4908 4.1719
C 5.2507 1.5825 3.8465
H 7.1187 0.5588 3.7149
H 6.2051 -1.5666 4.5532
H 3.8184 -1.7413 5.1298
H 1.4070 2.6947 5.5730
H 0.5554 3.5245 7.7237
H 0.1268 1.9562 9.5675
H 0.5734 -0.4420 9.2641
H 1.4344 -1.2756 7.1117
H 0.6211 -2.0449 4.1792
H -0.9405 -2.2936 2.3083
H -1.9987 -1.4568 0.4096
H -3.1741 -0.9543 -1.5271
H -4.2443 0.6520 -3.0336
H -3.0242 5.6532 -2.2383
H -4.0458 7.5832 -1.1078
H -6.4318 7.5440 -0.5143
H -7.8046 5.5856 -1.0893
H -6.7765 3.6442 -2.2040
H -5.7415 2.4000 -4.8450
H -5.1869 2.3988 -7.2464
H -3.0425 3.3225 -8.0166
H -1.4580 4.2628 -6.3886
H -2.0045 4.2498 -3.9901
H -2.8871 3.8567 -0.5793
H -1.8830 2.2904 0.9489
H -0.1522 1.7541 1.1680
H 1.2979 2.0133 3.0787
H 3.2762 2.3517 4.0870
H 5.6499 2.5173 3.4901
```

Values from the calculation:
gap between HOMO and LUMO: 1.29 eV
total charge: 0
HOMO: -4.79 eV

These are the Löwdin partial charges, in e, on atoms 1 to 4:
1. C -0.116
2. O -0.118
3. C -0.285
4. C -0.037

No. 2
A structure of composition C50H44IrN4OP3Se2Te4, computed with the ωB97M-V functional and the def2-TZVPD basis.

XYZ file:
```
109
Properties=species:S:1:pos:R:3
Ir 2.1216 0.5841 -1.9162
C 0.0362 3.5914 -0.1768
C 1.3414 3.9629 0.5200
C 1.6019 5.4608 0.3623
C 2.5320 3.1811 -0.0482
C 3.8158 3.4072 0.7701
O 4.1480 2.1036 1.2757
C 3.2526 1.2369 0.7907
N 2.3476 1.7206 0.0144
C 3.3941 -0.1228 1.3477
C 3.5816 -0.1532 2.7337
C 3.7031 -1.3476 3.4139
C 3.6543 -2.5428 2.7139
C 3.5063 -2.5226 1.3397
C 3.3710 -1.3262 0.6379
P 3.2274 -1.3691 -1.1895
C 2.5126 -2.9823 -1.6585
C 3.2124 -4.1834 -1.5455
C 2.6104 -5.3740 -1.9191
C 1.3240 -5.3750 -2.4404
C 0.6432 -4.1796 -2.6046
C 1.2337 -2.9904 -2.2088
C 4.9583 -1.6439 -1.6793
C 5.1858 -2.0764 -2.9876
C 6.4753 -2.2928 -3.4355
C 7.5528 -2.0627 -2.5893
C 7.3332 -1.5994 -1.3027
C 6.0402 -1.3839 -0.8452
H -0.8048 4.1341 0.2584
H -0.1696 2.5264 -0.0785
H 0.0837 3.8399 -1.2397
H 1.2497 3.7155 1.5863
H 1.7180 5.7122 -0.6945
H 2.4993 5.7889 0.8898
H 0.7571 6.0289 0.7519
H 2.6667 3.4880 -1.0886
H 3.6557 4.0670 1.6233
H 4.6482 3.7743 0.1720
H 3.6219 0.7790 3.2808
H 3.8369 -1.3466 4.4874
H 3.7221 -3.4889 3.2345
H 3.4587 -3.4566 0.8011
H 4.2300 -4.1930 -1.1749
H 3.1508 -6.3054 -1.8082
H 0.8570 -6.3088 -2.7262
H -0.3499 -4.1692 -3.0340
H 0.6997 -2.0544 -2.3102
H 4.3441 -2.2398 -3.6500
H 6.6411 -2.6403 -4.4469
H 8.5632 -2.2320 -2.9379
H 8.1712 -1.4035 -0.6462
H 5.8810 -1.0166 0.1612
Te 1.3842 2.3771 -3.8366
Te 1.7079 -0.1891 -4.5762
Te 3.9640 3.2404 -4.3638
Te 4.8430 1.5537 -2.4468
Se -4.7098 2.8184 -2.7067
P -4.0310 1.8634 -0.9731
C -3.9880 3.0014 0.4515
C -4.3252 4.3370 0.2650
C -4.3224 5.2091 1.3434
C -3.9908 4.7497 2.6095
C -3.6523 3.4178 2.7987
C -3.6514 2.5467 1.7207
C -5.1588 0.5122 -0.5031
C -5.8435 0.4446 0.7047
C -6.7818 -0.5570 0.9099
C -7.0573 -1.4701 -0.0931
C -6.3916 -1.3903 -1.3090
C -5.4421 -0.4058 -1.5124
C -2.3254 1.2108 -1.1953
C -1.3153 0.3278 -0.7042
N -0.2293 0.5234 -1.4937
N -0.5590 1.4352 -2.3887
N -1.7753 1.8428 -2.2486
P -1.3050 -0.9843 0.5467
Se 0.4965 -1.9970 0.9501
C -1.6511 -0.1702 2.1348
C -0.8011 0.9074 2.3908
C -0.7850 1.5017 3.6385
C -1.5984 1.0066 4.6507
C -2.4258 -0.0776 4.4059
C -2.4559 -0.6698 3.1507
C -2.4280 -2.2511 -0.1184
C -3.1353 -3.1637 0.6550
C -3.6718 -4.2992 0.0675
C -3.4834 -4.5489 -1.2822
C -2.7731 -3.6447 -2.0583
C -2.2470 -2.5034 -1.4802
H -4.5957 4.6779 -0.7263
H -4.5840 6.2488 1.1954
H -4.0050 5.4272 3.4541
H -3.3908 3.0513 3.7823
H -3.4034 1.5097 1.8619
H -5.6668 1.1817 1.4762
H -7.3068 -0.6148 1.8553
H -7.8003 -2.2416 0.0661
H -6.6163 -2.0946 -2.0987
H -4.9384 -0.3134 -2.4677
H -0.1323 1.2553 1.6103
H -0.1251 2.3381 3.8311
H -1.5744 1.4573 5.6346
H -3.0452 -0.4781 5.1984
H -3.1146 -1.5073 2.9700
H -3.2473 -3.0157 1.7193
H -4.2216 -5.0039 0.6782
H -3.8762 -5.4549 -1.7261
H -2.6206 -3.8308 -3.1142
H -1.6677 -1.8169 -2.0872
```

Values from the calculation:
gap between HOMO and LUMO: 6.09 eV
total charge: 0
HOMO: -6.82 eV

These are the Löwdin partial charges, in e, on atoms 1 to 4:
1. Ir 0.288
2. C -0.065
3. C -0.378
4. C -0.055

No. 3
A structure of composition C50H47BBrCaClF4NO6P2S2, computed with the ωB97M-V functional and the def2-TZVPD basis.

XYZ file:
```
116
Properties=species:S:1:pos:R:3
Ca -0.3466 0.0733 0.5277
Br -3.7837 0.7172 3.8389
C -3.4706 2.1623 2.6379
C -4.1951 3.3303 2.7787
C -3.9497 4.3274 1.8429
C -3.0280 4.0931 0.8424
C -2.3454 2.8802 0.8138
N -2.5612 1.9345 1.7201
C -1.2750 2.6453 -0.2562
O -1.4608 3.1599 -1.3519
O -0.2815 1.9899 0.1284
H -4.9181 3.4545 3.5706
H -4.4818 5.2681 1.8984
H -2.8233 4.8030 0.0595
O -1.3897 -1.9308 1.0482
S -2.4119 -2.9801 0.9346
C -1.9997 -4.1309 2.3850
C -0.8775 -3.5506 3.2225
C -1.3436 -2.3683 4.0681
C -0.2054 -1.7224 4.8373
S 0.7955 -0.5525 3.7292
O -0.0222 -0.4295 2.5084
C 0.3667 0.8972 4.7030
C 0.7986 1.0118 6.0119
C 0.4119 2.1145 6.7532
C -0.3701 3.1019 6.1728
C -0.7687 2.9884 4.8512
C -0.3996 1.8796 4.1109
C -1.7995 -4.1385 -0.2941
C -0.5582 -3.9223 -0.8506
C -0.0895 -4.7950 -1.8138
C -0.8570 -5.8803 -2.1977
C -2.1121 -6.0787 -1.6456
C -2.5928 -5.2004 -0.6904
H -1.7309 -5.1069 1.9886
H -2.9156 -4.2121 2.9699
H -0.0887 -3.2048 2.5527
H -0.4616 -4.3318 3.8686
H -2.1177 -2.6982 4.7677
H -1.7782 -1.6152 3.4081
H 0.5126 -2.4635 5.1886
H -0.5802 -1.1564 5.6885
H 1.4419 0.2595 6.4430
H 0.7206 2.2039 7.7844
H -0.6618 3.9674 6.7519
H -1.3570 3.7687 4.3875
H -0.6655 1.7528 3.0694
H 0.0092 -3.0581 -0.5342
H 0.8725 -4.6212 -2.2692
H -0.4776 -6.5727 -2.9351
H -2.7163 -6.9123 -1.9696
H -3.5767 -5.3266 -0.2634
C 0.5651 0.8105 -2.7757
C 2.0501 0.8144 -2.4299
P 2.4029 0.5907 -0.6106
C 4.2279 0.8888 -0.7790
C 4.6345 2.1550 -1.1913
C 5.9700 2.4445 -1.3958
C 6.9349 1.4769 -1.1743
C 6.5469 0.2270 -0.7290
C 5.2084 -0.0648 -0.5294
C 2.5231 -1.2239 -0.3567
C 2.7524 -2.1790 -1.3396
C 2.9545 -3.5064 -1.0009
C 2.9151 -3.9058 0.3251
C 2.7031 -2.9585 1.3146
C 2.5203 -1.6289 0.9772
P -0.0861 -0.9159 -2.9743
C -1.7299 -0.6168 -3.7314
C -2.3783 -1.7216 -4.2752
C -3.6298 -1.5932 -4.8469
C -4.2548 -0.3567 -4.8731
C -3.6267 0.7408 -4.3113
C -2.3720 0.6162 -3.7420
C 0.7416 -1.1725 -4.6383
C 0.4126 -0.3769 -5.7336
C 1.0608 -0.5212 -6.9449
C 2.0710 -1.4587 -7.0857
C 2.3906 -2.2763 -6.0171
C 1.7166 -2.1445 -4.8143
H 0.4075 1.3531 -3.7147
H 0.0120 1.3117 -1.9809
H 2.4491 1.8069 -2.6685
H 2.6071 0.0879 -3.0314
H 3.8919 2.9271 -1.3368
H 6.2613 3.4306 -1.7278
H 7.9808 1.7020 -1.3279
H 7.2923 -0.5319 -0.5365
H 4.9395 -1.0456 -0.1681
H 2.7958 -1.8773 -2.3740
H 3.1649 -4.2352 -1.7731
H 3.0636 -4.9460 0.5830
H 2.7127 -3.2526 2.3545
H 2.4305 -0.8822 1.7502
H -1.8945 -2.6901 -4.2456
H -4.1302 -2.4571 -5.2630
H -5.2305 -0.2443 -5.3276
H -4.1193 1.7045 -4.2988
H -1.9115 1.4807 -3.2882
H -0.3698 0.3640 -5.6400
H 0.7804 0.1066 -7.7806
H 2.5947 -1.5569 -8.0265
H 3.1724 -3.0164 -6.1163
H 1.9555 -2.8120 -3.9996
Cl -4.1564 1.4703 -0.9570
C -3.9183 -0.1068 -0.2130
C -2.7419 -0.8468 -0.8817
O -2.9785 -2.0220 -1.1872
O -1.6733 -0.2260 -1.0195
H -4.8377 -0.6798 -0.3306
H -3.6811 0.0465 0.8398
F 1.9705 1.4787 2.3473
B 3.2144 1.6382 2.9940
F 4.2042 1.7140 2.0455
F 3.1885 2.7575 3.7875
F 3.4012 0.5038 3.7875
```

Values from the calculation:
gap between HOMO and LUMO: 7.81 eV
total charge: -1
relative energy (zero: lowest compared OMol25 entry of this formula, charge and spin): 327.5 kJ/mol
HOMO: -5.78 eV

These are the Löwdin partial charges, in e, on atoms 1 to 4:
1. Ca 1.336
2. Br 0.778
3. C -0.739
4. C -0.109

No. 4
A structure of composition C50H48Cl2F5N10RbSb2, computed with the ωB97M-V functional and the def2-TZVPD basis.

XYZ file:
```
118
Properties=species:S:1:pos:R:3
Rb 1.0080 -0.4845 0.2759
C -2.4713 -6.1329 2.7374
C -3.5310 -5.2341 2.9131
C -3.3102 -3.8651 2.9440
C -2.0075 -3.4119 2.7837
C -1.4052 -2.0764 2.7377
N -0.0656 -2.1780 2.5003
C 0.2530 -3.4700 2.4591
N 1.4863 -4.0205 2.3996
C 2.5810 -3.2917 2.3135
C 3.9265 -3.8666 2.5542
C 4.3733 -5.1424 2.8420
C 5.7389 -5.3226 3.0415
C 6.6223 -4.2462 2.9683
C 6.1642 -2.9605 2.6941
C 4.8094 -2.7890 2.4831
C 3.9673 -1.5988 2.1917
N 4.4904 -0.3854 2.0975
C 3.7379 0.7225 2.1112
N 2.4373 0.8228 2.3776
C 2.0827 2.1390 2.3667
N 0.8991 2.6646 2.5892
C -0.2109 1.9254 2.7894
N -0.3537 0.6098 2.6033
C -1.6012 0.2480 2.9638
N -2.1159 -0.9849 2.9581
C -2.3643 1.4246 3.3667
C -3.6781 1.6241 3.7765
C -4.0838 2.9176 4.0642
C -3.1930 3.9952 3.9576
C -1.8804 3.7989 3.5582
C -1.4723 2.5054 3.2545
C 3.2668 2.9660 2.0525
C 3.4564 4.3262 1.8759
C 4.7293 4.7659 1.5299
C 5.7818 3.8639 1.3620
C 5.5881 2.4986 1.5363
C 4.3213 2.0645 1.8844
N 2.6858 -1.9716 2.0657
C -0.9469 -4.3090 2.6055
C -1.1679 -5.6796 2.5880
H -2.6775 -7.1968 2.7182
H -4.5376 -5.6207 3.0249
H -4.1203 -3.1580 3.0776
H 3.6740 -5.9668 2.9070
H 6.1259 -6.3116 3.2582
H 7.6802 -4.4189 3.1281
H 6.8376 -2.1142 2.6411
H -4.3589 0.7848 3.8537
H -5.1052 3.1059 4.3747
H -3.5433 4.9946 4.1893
H -1.1839 4.6243 3.4728
H 2.6300 5.0158 1.9987
H 4.9106 5.8235 1.3769
H 6.7586 4.2387 1.0796
H 6.3894 1.7845 1.3938
H -0.3416 -6.3687 2.4566
C -0.6124 -1.9967 -4.3663
Sb -1.0751 -0.1515 -3.3463
C -0.5309 1.0741 -5.0254
C -3.1951 -0.3114 -3.9906
C -4.0595 0.8222 -3.5408
C -3.9252 2.0526 -4.1992
C -4.6354 3.1792 -3.8249
C -5.5258 3.0984 -2.7600
C -5.6894 1.8872 -2.1134
C -4.9797 0.7365 -2.4803
C -5.2292 -0.5117 -1.6975
Sb -4.1833 -0.6101 0.2611
C -2.7591 -2.0892 -0.3794
C -2.9445 1.1072 -0.0661
H -0.9645 -1.9729 -5.3996
H -1.0821 -2.8313 -3.8430
H 0.4711 -2.1297 -4.3389
H -1.0037 0.6973 -5.9344
H 0.5518 1.0274 -5.1267
H -0.8359 2.1042 -4.8449
H -3.5539 -1.2815 -3.6496
H -3.1601 -0.3364 -5.0827
H -3.2246 2.1148 -5.0253
H -4.4918 4.1127 -4.3562
H -6.0867 3.9678 -2.4393
H -6.3872 1.8164 -1.2843
H -4.9545 -1.4125 -2.2438
H -6.2940 -0.5820 -1.4682
H -3.1583 -3.0897 -0.2093
H -1.8683 -1.9644 0.2342
H -2.4891 -1.9685 -1.4273
H -3.4732 2.0007 0.2667
H -2.6828 1.2008 -1.1187
H -2.0322 1.0057 0.5233
N -1.0829 3.1542 -2.2605
C -0.1699 4.1848 -2.7449
C 1.0624 4.3868 -1.8661
C 2.0543 3.2337 -1.7671
N 1.5191 2.1815 -0.9037
H -2.0392 3.3246 -2.5442
H -1.0495 3.0460 -1.2558
H -0.6614 5.1640 -2.8349
H 0.1665 3.9124 -3.7532
H 0.7396 4.6444 -0.8476
H 1.5853 5.2690 -2.2482
H 3.0018 3.6352 -1.3827
H 2.2551 2.8022 -2.7502
H 1.3992 2.5902 0.0222
H 2.2099 1.4428 -0.7953
Cl 0.8155 -3.2278 -1.3645
C 0.4545 -4.7517 -0.5470
Cl 0.6544 -6.1471 -1.6374
H -0.5780 -4.7401 -0.2179
H 1.1302 -4.8725 0.2902
F 3.0967 -0.7716 -1.8081
C 2.7370 -0.8020 -3.1988
F 1.8556 0.3348 -3.2704
C 3.9837 -0.2453 -3.8508
F 3.7611 -0.0166 -5.1706
F 4.4630 0.9382 -3.3574
F 5.0145 -1.1136 -3.7633
```

Values from the calculation:
gap between HOMO and LUMO (spin up / spin down): 4.98 / 4.98 eV
total charge: -2
HOMO (spin up / spin down): -1.49 / -1.49 eV

These are the Löwdin partial charges, in e, on atoms 1 to 4:
1. Rb 0.656
2. C -0.108
3. C -0.107
4. C -0.035

The evaluated calculated total energy for the records listed, in turn: -2416.10324; -9229.43998; -8055.38218; -4406.10328 Eh.